Density functional theory data (ωB97M-V with the def2-TZVPD basis set) for C19H49N9O13Zn2 as an isolated structure in a non-equilibrium geometry.

Calculated values
2S+1: 1
Energy above the lowest of the compared OMol25 structures with the same formula, charge and spin: 142.6 kJ/mol
Charge: 0
Lowest unoccupied orbital energy: -1.62 eV
E_HOMO: -5.33 eV

Last column: Mulliken charge in e.
CARTESIAN COORDINATES (ANGSTROEM)
Zn: 0.51 1.87 1.72  2.106
Zn: -2.99 1.55 -0.35  0.297
C: -0.73 0.44 -0.08  0.412
O: 0.52 0.56 0.07  -0.861
O: -1.38 0.61 -1.18  -0.094
O: -1.34 1.05 0.86  -0.911
C: 1.00 4.31 1.34  0.649
O: 0.98 5.41 0.69  -0.752
O: 1.94 3.44 1.40  -0.701
O: -0.15 3.67 1.19  -0.960
C: -0.20 -1.28 -4.35  0.399
O: -0.11 -1.85 -5.42  -0.732
N: 0.79 -1.20 -3.41  -0.016
N: -1.37 -0.76 -3.87  -0.105
H: 1.68 -1.53 -3.77  0.074
H: 0.73 -0.62 -2.59  0.026
H: -1.27 -0.19 -3.05  0.174
H: -2.17 -0.85 -4.46  0.179
C: -2.45 -1.81 3.15  0.721
O: -1.48 -2.34 2.64  -0.598
N: -3.42 -2.37 3.96  -0.452
N: -2.73 -0.50 2.91  -0.176
H: -4.19 -1.81 4.28  0.143
H: -3.32 -3.23 4.46  0.249
H: -2.04 -0.06 2.30  -0.166
H: -3.57 0.02 3.07  0.339
C: 0.26 3.33 -3.09  0.511
O: -0.27 4.03 -2.24  -0.575
N: 0.42 3.75 -4.38  -0.428
N: 0.50 2.01 -2.88  0.103
H: 0.17 4.69 -4.60  0.238
H: 0.72 3.15 -5.13  0.129
H: 0.32 1.65 -1.96  -0.441
H: 0.79 1.48 -3.69  0.176
C: 3.12 -3.16 3.74  -0.927
O: 2.58 -1.85 3.59  -0.269
C: 3.56 -0.85 3.28  -1.031
C: 2.75 0.18 2.43  -0.913
N: 1.47 0.55 3.04  0.380
C: 1.58 1.16 4.39  -0.811
C: 0.13 1.52 4.72  -0.659
O: -0.45 2.20 3.64  -0.144
C: -1.82 2.54 3.86  -0.930
H: 2.32 -3.74 4.20  0.250
H: 3.89 -3.13 4.52  0.364
H: 3.42 -3.68 2.83  0.316
H: 4.30 -1.33 2.65  0.603
H: 3.99 -0.32 4.13  0.332
H: 2.39 -0.46 1.62  0.380
H: 3.32 1.03 2.05  0.626
H: 1.08 -0.38 3.22  0.253
H: 2.20 2.05 4.38  0.422
H: 1.93 0.48 5.17  0.321
H: 0.16 2.14 5.63  0.387
H: -0.34 0.64 5.19  0.421
H: -2.43 1.70 4.16  0.314
H: -2.09 2.99 2.90  0.175
H: -1.87 3.32 4.63  0.375
C: 4.66 0.02 -1.23  -1.786
C: 3.71 -0.85 -2.05  1.584
C: 4.54 -1.74 -2.98  -1.286
O: 3.82 -2.62 -3.82  -0.263
C: 3.95 -4.00 -3.51  -0.764
N: 2.96 -1.63 -1.08  -0.631
H: 5.36 0.54 -1.88  0.443
H: 5.28 -0.59 -0.57  0.396
H: 4.06 0.72 -0.65  0.324
H: 3.04 -0.20 -2.63  0.021
H: 5.33 -2.19 -2.37  0.482
H: 5.10 -1.03 -3.59  0.299
H: 3.29 -4.41 -4.28  0.281
H: 3.62 -4.31 -2.52  0.306
H: 4.98 -4.36 -3.63  0.303
H: 2.38 -2.29 -1.60  0.303
H: 2.35 -1.05 -0.52  -0.035
C: -5.60 -1.78 -0.50  -1.581
C: -4.55 -0.71 -0.77  0.557
C: -4.79 0.09 -2.05  -0.645
O: -3.89 1.21 -2.09  0.023
C: -3.83 1.87 -3.39  -0.851
N: -4.36 0.21 0.39  -0.337
H: -5.82 -2.33 -1.42  0.427
H: -6.60 -1.46 -0.20  0.365
H: -5.30 -2.48 0.28  0.410
H: -3.57 -1.21 -0.69  0.218
H: -5.81 0.49 -1.98  0.412
H: -4.76 -0.57 -2.92  0.387
H: -4.81 2.34 -3.43  0.338
H: -3.58 1.24 -4.24  0.313
H: -3.11 2.68 -3.29  0.216
H: -4.16 -0.43 1.15  0.218
H: -5.27 0.63 0.61  0.360